# 1
Formula: C3H10O2S2
Source: OMol25
Level of theory: the ωB97M-V functional and the def2-TZVPD basis

```
17
Properties=species:S:1:pos:R:3:forces:R:3
C 0.57005 -0.13497 -1.40670 1.91 0.64 0.16
O 1.74011 0.07258 2.99695 -1.28 -0.05 -1.02
H 0.89710 0.23588 2.48371 1.31 -0.12 0.80
S 1.23788 -1.88795 -1.84847 -1.01 1.29 -0.24
H -2.37789 1.37288 -0.14501 1.90 0.52 -1.32
H 1.56857 -3.80300 -0.10215 0.11 0.28 0.14
H 1.77930 0.75178 3.67005 -0.11 0.20 0.08
H 0.99786 0.58909 -2.16197 0.03 -1.27 0.47
C -0.90930 0.19605 -1.30486 0.88 2.44 -0.32
C -1.22685 1.26612 -0.27156 -0.64 0.65 1.87
H -1.28582 0.76565 -2.19317 0.23 -1.32 0.10
O -0.86607 0.97904 1.10608 0.46 -0.78 -0.09
H -1.64495 1.16757 1.62699 0.02 -0.09 0.25
H 1.11224 0.11125 -0.47109 -0.52 -0.19 -0.32
H -1.41699 -0.66377 -1.08148 -1.82 -2.09 0.24
H -0.59641 2.18191 -0.45263 -1.31 -0.45 -0.53
S 0.42118 -3.20012 -0.44469 -0.14 0.32 -0.26
```
Forces are in eV/Å.

Results
Energy above the lowest of the compared OMol25 structures with the same formula, charge and spin: 25.57 kcal per mole
SMILES string: OCCCSS.O
HOMO level: -8.5 eV
Gap between HOMO and LUMO: 9.02 eV

---

# 2
Formula: C37H68Cl10N7O9Pd2
Source: OMol25
Level of theory: the ωB97M-V functional and the def2-TZVPD basis

```
133
Properties=species:S:1:pos:R:3:forces:R:3
H 21.30492 -9.77107 -5.74882 0.04 -0.19 -0.51
H 12.14775 -13.74388 -6.95185 -0.98 0.20 -0.16
H 15.65172 -4.92875 -4.33055 -0.02 0.04 0.13
H 13.75493 -8.60835 -7.95718 0.59 -0.44 -0.62
O 11.78142 -8.56571 -3.07452 -0.57 0.71 -0.37
C 13.77133 -6.12332 -0.35782 -0.91 -1.27 1.71
H 17.56552 -13.40877 3.50232 -0.38 -0.05 -0.06
H 15.11353 -7.42365 3.46419 -0.06 -0.10 -0.07
H 13.18478 -5.79174 -1.20187 0.20 0.43 -0.15
Cl 16.77937 -8.48538 -7.85697 -0.41 0.14 0.54
H 19.75046 -4.14292 -6.57496 -0.39 0.40 -0.34
C 14.14536 -8.04689 -3.29112 -6.10 -0.99 -0.71
N 10.00237 -4.82468 -3.80888 1.02 -1.07 -0.49
H 14.67624 -11.10962 -0.67821 0.26 0.09 0.21
H 16.43216 -6.20202 1.60258 -0.09 0.40 -0.02
C 9.08431 -5.79259 -4.35862 -0.42 -0.96 -0.68
H 13.31119 -13.19747 -5.88562 -0.19 0.40 0.87
C 15.53734 -4.03366 -4.94197 -0.06 0.59 -0.20
Cl 14.16567 -15.20483 0.42825 -1.16 -0.09 -0.44
H 8.66770 -3.29547 -3.39192 0.04 0.15 0.16
H 9.35546 -3.13872 -4.97751 0.42 -0.22 -0.11
C 13.34718 -7.00154 0.66827 2.57 1.43 -1.24
O 10.79027 -11.02173 -3.98855 -0.40 -0.33 -1.00
C 15.54350 -9.49628 -1.84070 5.56 -0.74 0.11
C 14.22499 -9.15371 -7.13882 -0.08 0.97 0.45
H 18.54225 -11.99776 3.57957 0.37 0.03 -0.61
H 11.52399 -13.61098 -1.75335 -0.63 -0.81 0.38
H 9.12270 -12.65422 -5.01113 0.51 0.03 0.83
H 18.26562 -12.29669 -2.71773 -0.17 0.02 -0.14
H 8.24584 -6.03394 -3.70530 -0.15 0.39 0.06
C 15.31714 -8.40996 -2.86058 5.67 1.63 0.64
C 18.09904 -12.69786 2.87139 0.20 -0.67 0.72
N 11.26709 -12.88217 -5.16638 -0.53 -2.45 -2.82
C 18.29054 -6.21765 -6.05264 -0.87 -0.96 0.64
H 16.16728 -5.16787 -1.70561 -0.37 -0.33 -0.31
C 11.60081 -11.74210 -4.55602 0.89 1.18 1.74
O 12.21559 -10.68708 -1.59082 0.06 -0.42 0.58
C 16.41872 -13.01752 1.13996 -0.30 0.43 1.50
H 13.48328 -8.07790 3.19377 -0.17 0.56 -0.34
Cl 13.23113 -11.19438 2.51770 -0.31 -0.21 -0.42
N 15.03013 -5.66628 -0.04741 -0.05 -1.97 2.57
H 9.79156 -14.34617 -4.90857 0.09 -0.06 0.27
O 19.35276 -6.90109 -3.51331 -0.41 -2.95 0.99
C 16.28379 -13.23682 -2.61180 1.26 -0.13 0.70
H 15.76503 -2.68293 -1.37541 -0.23 -0.02 0.18
H 20.08133 -11.68434 -7.27810 0.18 0.39 -0.19
H 17.04219 -13.82106 0.74791 0.29 0.35 -0.35
O 17.95649 -9.96900 2.35792 -1.75 -0.15 -1.09
C 11.74684 -10.90957 1.57609 -0.32 -0.44 -1.17
H 12.43100 -7.55394 0.81621 0.06 0.18 0.12
H 20.31717 -8.78377 -6.92263 0.37 -0.02 0.10
H 17.77575 -12.78546 -1.14685 0.14 -0.53 0.16
H 9.51266 -6.75443 -4.64054 0.79 -0.12 0.59
Cl 18.72418 -14.54722 -2.49039 -0.12 -0.23 0.17
H 20.13822 -3.56639 -5.04325 -0.28 0.04 0.42
H 20.26968 -8.54117 -5.15212 -0.41 -0.01 -0.15
C 20.35453 -9.27732 -5.95149 -0.46 0.15 0.61
C 10.52104 -10.61784 2.38102 0.27 0.36 0.79
H 18.83533 -6.67213 -6.88014 0.71 0.41 0.26
Cl 13.92624 -2.49873 -6.52634 0.17 0.25 -0.36
H 9.65709 -10.44667 1.73883 0.09 0.24 -0.03
H 15.71375 -13.54306 1.78411 -0.05 0.13 0.15
H 14.82318 -8.85595 2.43927 0.25 -0.06 0.34
H 9.53211 -13.47662 -6.37408 1.05 -0.13 -0.64
H 13.54184 -4.62644 -5.75261 0.39 -0.34 0.21
O 16.29264 -7.64627 -3.30634 0.65 -2.42 2.31
Cl 10.86565 -9.16271 3.37148 -0.52 -0.01 -0.13
H 20.09781 -5.02009 -3.46332 0.02 -0.20 -0.06
C 14.08456 -3.78214 -5.32749 -0.10 0.63 0.56
H 12.39311 -14.66929 -5.53536 -0.33 -0.06 0.47
H 16.16199 -4.11496 -5.83152 -0.04 0.02 0.10
O 16.75069 -9.87709 -1.47456 -2.27 2.34 -0.96
C 17.13940 -10.72903 1.81310 1.90 0.07 1.06
C 9.88617 -13.35427 -5.35047 -0.63 0.53 0.33
C 14.44764 -7.87435 2.72828 0.73 -1.49 1.23
N 19.24872 -10.24627 -5.93041 -0.07 -1.27 0.33
N 19.00791 -5.33926 -5.13012 -0.14 -0.51 -0.22
H 13.05756 -13.17255 -1.31521 0.45 -0.11 0.24
C 12.95480 -8.77472 -2.81409 1.90 0.17 0.12
H 17.41050 -5.78236 -6.52609 0.20 0.60 0.28
H 15.79566 -9.00156 -5.71861 0.50 0.18 -0.05
H 10.37602 -2.79535 -3.51492 -0.17 0.04 -0.20
Cl 14.54637 -10.87774 -7.48607 -0.08 0.34 -0.07
H 15.92339 -14.15774 -2.15340 -0.31 -0.21 -0.69
C 11.19177 -5.24210 -3.26512 -1.87 1.38 0.09
C 15.04482 -3.43004 -1.04192 0.16 0.14 0.77
H 15.30437 -7.39426 -6.31604 -0.07 -0.04 -0.21
C 15.45850 -6.21641 1.13548 -3.85 -2.27 -1.00
N 14.42299 -7.09577 1.54296 0.86 3.20 -1.87
H 18.47181 -3.28705 -5.61724 -0.15 -0.41 0.08
Cl 13.15830 -15.03513 -2.66899 -0.13 -0.28 -0.40
C 15.79860 -4.72637 -0.77973 1.13 1.38 -2.02
H 16.30498 -10.43144 1.15936 0.00 0.33 -0.12
O 18.54171 -9.79065 -3.86594 -0.03 2.22 4.32
H 14.14399 -7.26945 -4.04077 -0.61 0.16 0.07
H 11.49696 -11.74823 0.92624 0.38 -0.68 0.34
H 11.33031 -6.33103 -3.18011 -0.33 0.03 -0.49
H 15.71072 -12.42862 -2.15737 0.06 0.14 -0.27
Pd 10.27627 -9.75349 -2.03919 -0.41 0.18 0.01
C 12.44422 -14.77714 -0.01910 0.19 0.03 -0.18
C 17.76993 -13.10984 -2.18745 -0.70 1.10 -0.56
H 16.73904 -4.48825 -0.28276 -0.29 -0.11 0.67
H 18.35390 -11.76487 -7.13618 -0.18 0.25 0.00
Cl 16.07946 -13.15730 -4.40356 -0.29 -0.20 0.66
C 18.52834 -10.51923 -4.82270 0.68 -0.64 -4.18
C 19.52688 -5.79499 -3.99791 -0.21 3.21 -0.35
C 9.59506 -3.41793 -3.95148 0.10 -0.27 0.77
H 19.04723 -10.32588 -7.96520 0.15 -0.53 -0.29
H 13.54749 -3.41275 -4.45387 -0.07 -0.33 0.03
H 14.21581 -3.44713 -1.74942 0.11 -0.42 -0.01
H 8.71130 -5.53430 -5.34971 -0.25 0.79 0.20
H 13.40036 -9.15760 -6.42603 0.32 0.05 0.60
C 19.18933 -11.06599 -7.17771 -0.34 0.21 1.13
C 13.17612 -9.99248 -1.85915 1.54 0.68 -0.05
H 18.77393 -13.31847 2.28192 0.63 0.32 0.29
C 12.31427 -13.63817 -5.87985 0.56 0.03 -0.34
O 11.99484 -4.47657 -2.75869 0.90 -0.16 0.13
H 12.11805 -14.15367 0.81337 -0.07 0.31 -0.34
H 17.83958 -11.37733 -4.86114 0.31 0.07 -0.30
N 17.19736 -12.05702 1.96250 -1.22 -0.77 -1.24
C 12.44096 -14.06888 -1.38243 0.63 1.13 0.70
H 11.78132 -15.64239 -0.01880 0.51 -0.29 -0.06
H 11.93842 -10.15242 0.81573 0.16 0.57 0.49
Pd 18.51174 -8.31777 -2.10251 -1.51 -0.33 -2.90
C 14.54682 -10.26699 -1.34126 -3.79 -0.70 -0.33
C 15.49584 -8.42990 -6.59691 -0.87 -1.24 -0.60
H 12.68493 -11.55695 -4.50493 -0.16 0.02 -0.35
C 19.30040 -3.99484 -5.59332 1.54 0.12 -0.73
H 15.80299 -12.53189 0.38290 0.34 0.11 -0.15
H 14.65773 -3.16728 -0.05743 -0.15 0.56 -0.08
H 17.91777 -7.03644 -5.43724 -0.01 -0.18 -0.12
H 10.25463 -11.43638 3.04969 0.19 0.10 0.08
Cl 16.20197 -2.60782 -3.99497 -0.23 -0.88 -0.67
```
Forces are in eV/Å.

Results
Multiplicity: 6
HOMO level (alpha / beta): -16.9 / -16.9 eV
Gap between HOMO and LUMO (alpha / beta): 4.76 / 2.23 eV
Total charge: +4

---

# 3
Formula: C6H13N
Source: OMol25
Level of theory: the ωB97M-V functional and the def2-TZVPD basis

```
20
Properties=species:S:1:pos:R:3:forces:R:3
C -0.76566 1.08569 -0.93434 0.98 -0.87 0.66
H -0.72479 -2.08697 1.88576 0.00 0.24 0.23
H -1.16215 0.83159 -1.91537 -0.41 0.24 0.02
H 0.74906 -2.40947 1.10480 0.47 0.13 0.01
H 1.07169 2.23760 -0.30849 -0.47 0.27 0.25
C 0.25742 -1.64047 1.69142 -0.33 0.11 -0.18
C 0.06568 -0.31210 0.97643 -0.05 -0.97 -0.76
H 0.31147 2.77065 -1.88315 -0.20 0.37 0.45
H -1.55145 1.49096 -0.29700 -0.04 0.49 -0.22
H 0.32210 -2.20615 -0.85855 -0.07 -0.38 -0.18
N 0.26080 0.83145 1.78109 0.08 -0.51 -0.48
H 1.13693 1.29335 -1.73430 0.15 0.05 0.00
H -1.18859 -1.72552 -1.69412 -0.03 -0.07 0.07
H -0.54587 1.42347 1.82735 -0.03 0.40 0.45
C -0.32823 -0.25199 -0.30992 -0.03 0.75 0.07
H 0.36129 -1.01796 -2.15021 -0.06 -0.08 -0.05
C -0.22751 -1.38667 -1.30330 0.06 0.38 0.59
H 0.74776 -1.49023 2.65242 0.18 -0.22 -0.06
C 0.47258 1.96069 -1.17018 0.38 -0.71 -1.05
H 0.73746 0.60206 2.63965 -0.56 0.37 0.18
```
Forces are in eV/Å.

Results
Energy above the lowest of the compared OMol25 structures with the same formula, charge and spin: 14.37 kcal per mole
SMILES string: CC/C(C)=C(/C)N
HOMO level: -7.6 eV
Gap between HOMO and LUMO: 8.70 eV

---

Going through the records in order, we get total energy values of -1067.1056 -7367.0886 -291.1358 hartree.